# 1
The following is a quantum chemistry calculation of C18H35N2OV as an isolated structure at a distorted geometry, from OMol25.

Properties
- orbital gap (spin up / spin down) (eV) = 5.941 / 6.784
- expectation value of S² = 2.045
- lowest unoccupied orbital energy (spin up / spin down) (eV) = -8.699 / -7.856
- charge = +2
- 2S+1 = 3
- energy (eV) = -49932.7140

The geometry in XYZ format:
```
57
Properties=species:S:1:pos:R:3:mulliken_charge:R:1
V -0.21955 0.34800 -0.94014 0.507
O 0.48602 -0.67820 1.34411 -0.740
N 0.44670 -0.04672 3.48918 0.047
N -0.45378 -2.15079 2.74765 0.078
C -1.43979 0.36758 -2.56748 0.556
C -0.97732 2.22717 -1.25244 0.836
C 0.91324 1.23485 3.00212 -0.535
C 2.13975 -1.11346 -1.91345 -0.249
C -0.66416 1.57688 -2.49817 0.415
C -3.11009 -0.84070 -0.98014 -1.505
C -2.22602 0.27802 -1.36404 0.828
C 4.42013 -0.28388 -2.75610 -1.402
C 0.34673 2.01505 -3.47771 -1.199
C -1.93366 1.42139 -0.54724 0.351
C 0.16477 -0.96734 2.54004 0.585
C -1.34256 -0.66052 -3.62069 -1.258
C -0.35472 3.45876 -0.73404 -1.427
C -0.79344 -2.89407 1.55105 -0.773
C 0.30150 -0.19263 4.92255 -1.140
C -0.80025 -2.81404 3.98822 -1.027
C -2.46646 1.68267 0.80878 -1.217
C 3.27800 -0.11411 -1.75141 -0.059
H -3.00727 -1.07720 0.08563 0.281
H 0.11911 1.75955 2.44168 0.044
H -0.75284 -0.25957 5.22495 0.387
H -1.01572 4.32634 -0.86990 0.369
H -1.18835 -3.86521 1.86162 0.429
H -1.56987 -2.37482 0.96091 0.048
H 0.71876 0.71368 5.36334 0.299
H 0.98225 1.17548 -3.78359 0.268
H 1.78903 1.10631 2.35128 0.235
H 3.67787 -0.22200 -0.73504 0.369
H -1.77363 2.27278 1.42112 0.315
H 5.15461 0.51572 -2.62350 0.376
H 1.18417 1.83481 3.87351 0.300
H 2.51295 -2.13134 -1.71905 0.497
H -0.14054 -3.68286 4.14458 0.341
H 0.09003 -3.04527 0.91361 0.268
H -1.82642 -3.18276 3.89143 0.385
H -2.88621 -1.74054 -1.56036 0.355
H 1.70621 -1.11417 -2.92844 0.149
H -2.69301 0.75548 1.35224 0.270
H -0.29780 -0.82279 -3.90724 0.256
H -0.73914 -2.16091 4.85499 0.331
H 0.99463 2.78389 -3.04865 0.309
H -1.88936 -0.37996 -4.53109 0.375
H 1.35635 -0.95133 -1.13576 -0.184
H 4.05672 -0.23759 -3.78821 0.343
H -3.40387 2.25159 0.75012 0.344
H -1.74455 -1.61501 -3.26922 0.295
H -4.16703 -0.59057 -1.15130 0.357
H 4.93952 -1.23896 -2.61915 0.358
H -0.15047 3.37449 0.34089 0.278
H -0.10758 2.42756 -4.38990 0.330
H 0.87832 -1.05008 5.29747 0.434
H 2.89335 0.91802 -1.81095 0.165
H 0.58473 3.67334 -1.24864 0.353
```

***

# 2
The following is a quantum chemistry calculation of C18H35N8O9P2PdS as an isolated structure at a distorted geometry, from OMol25.

Properties
- orbital gap (spin up / spin down) (eV) = 8.694 / 5.583
- expectation value of S² = 6.015
- lowest unoccupied orbital energy (spin up / spin down) (eV) = -2.167 / -6.128
- ΔE to the lowest compared entry with this formula, charge and spin (kcal per mole) = 8.09
- charge = +1
- 2S+1 = 5
- energy (eV) = -82469.2045

The geometry in XYZ format:
```
74
Properties=species:S:1:pos:R:3:mulliken_charge:R:1
Pd 0.04635 -0.46362 -0.32696 -0.141
S 2.36299 -0.14942 0.93330 1.252
P -0.15554 0.34906 2.11080 2.897
P -0.40446 2.76708 -1.47067 -1.110
O 1.47336 0.88499 1.78642 -0.506
O -0.21110 1.73666 -0.37096 1.111
O 2.20651 0.29039 -0.46527 -0.468
O 3.66454 -0.15912 1.48439 -0.681
O -1.84899 -0.14399 -1.27363 -0.223
O -3.47228 -5.55890 -2.53257 -0.595
O -3.56816 -1.06748 -2.35575 -0.885
O 1.57750 -1.41609 1.07101 -0.660
O -4.38710 -3.55337 -2.87547 -0.523
N 0.27401 4.17688 -0.97897 0.748
N -2.66432 0.00163 3.67235 0.451
N 0.28994 2.38591 -2.90488 0.424
N -0.57989 -0.17901 4.79251 0.246
N -1.98815 3.14852 -1.75557 0.191
N -0.63225 -2.50269 -0.89386 0.151
N -1.24680 -4.52694 -1.34953 -0.016
N -1.37456 1.98342 3.97995 0.265
C -2.84914 3.15772 -0.56355 -0.873
C -0.36191 5.48613 -0.93605 -1.074
C -2.72882 1.45065 3.92982 -0.846
C -2.31517 -0.36408 2.37318 -1.255
C 1.63368 4.12397 -0.43581 -0.968
C -0.27406 -3.77641 -0.80268 0.170
C 0.25535 -0.59385 3.69297 -1.198
C 0.54096 1.06381 -3.45439 -0.442
C -2.67044 2.61295 -2.94602 -0.888
C 0.55622 3.46438 -3.86492 -1.188
C -2.25781 -3.72337 -1.80377 -0.107
C -1.94073 -0.69843 4.74658 -0.850
C -1.86044 -2.45915 -1.51737 -0.244
C -3.44186 -4.35711 -2.44909 0.476
C -0.71403 2.02594 2.69062 -0.945
C 0.99611 -4.31511 -0.24096 -1.154
C -2.50155 -1.15063 -1.75263 0.758
C -0.59706 1.27552 5.00567 -0.871
H 0.81246 -5.21180 0.35127 0.420
H -1.28442 -5.53323 -1.43759 0.250
H -2.85850 0.17804 1.59537 0.354
H -3.30246 1.93918 3.14601 0.402
H 0.44943 0.29973 -2.70742 -0.152
H 1.66522 4.59834 0.54939 0.322
H 1.96637 3.09343 -0.32824 0.162
H 0.42591 1.64638 4.99804 0.410
H -1.04009 1.47702 5.97963 0.305
H 1.46857 -3.56177 0.37778 0.111
H -2.27611 -1.44308 2.21669 0.429
H -3.50931 3.26753 -3.18658 0.381
H -1.34958 5.44060 -1.38283 0.291
H -4.15735 -2.59755 -2.71205 0.443
H -3.05249 1.60171 -2.78311 0.193
H -1.37029 2.45706 1.93661 -0.154
H 1.30089 -0.36094 3.88880 0.530
H 0.13488 4.40774 -3.52708 0.277
H -0.45531 5.84058 0.09562 0.326
H 2.33713 4.65002 -1.08770 0.312
H -2.33856 3.65246 0.26528 0.336
H -1.99519 2.60459 -3.79901 0.260
H -3.21645 1.61387 4.88721 0.247
H 1.56050 1.01445 -3.83941 0.357
H 1.68518 -4.57945 -1.04565 0.312
H -3.75689 3.71976 -0.78560 0.475
H 0.16468 -1.66440 3.52391 0.326
H -1.93589 -1.76871 4.55623 0.397
H -0.15385 0.82846 -4.26452 0.303
H -3.12723 2.14004 -0.26436 -0.022
H 0.10982 3.21862 -4.83190 0.481
H 0.19405 2.62622 2.73555 0.524
H 1.63200 3.59785 -4.00931 0.342
H -2.43756 -0.50110 5.69246 0.273
H 0.23790 6.21750 -1.48520 0.347
```

***

# 3
The following is a quantum chemistry calculation of a 9-piece molecular cluster, C18H36Br18 overall at a distorted geometry, from OMol25.

Properties
- orbital gap (eV) = 9.644
- SMILES = BrCCBr.BrCCBr.BrCCBr.BrCCBr.BrCCBr.BrCCBr.BrCCBr.BrCCBr.BrCCBr
- lowest unoccupied orbital energy (eV) = 0.157
- ΔE to the lowest compared entry with this formula, charge and spin (kcal per mole) = 36.11
- charge = 0
- 2S+1 = 1
- energy (eV) = -1280015.1385

The geometry in XYZ format:
```
72
Properties=species:S:1:pos:R:3:mulliken_charge:R:1
Br -21.39802 -18.62678 18.59355 -0.168
Br -24.95092 -24.78064 16.77271 -0.155
Br -14.26536 -20.48708 22.22601 -0.108
Br -20.23881 -21.66226 21.95332 0.062
Br -19.44661 -25.35950 22.44981 -0.073
Br -18.95905 -27.35083 16.03342 -0.096
Br -15.97412 -25.12222 24.85288 -0.130
Br -18.40698 -26.72688 12.70887 -0.143
Br -19.81377 -22.54791 15.63471 0.036
Br -20.99052 -19.15157 15.31395 -0.141
Br -17.92215 -18.47930 19.24777 -0.097
Br -21.83486 -22.48617 25.05030 -0.142
Br -19.97609 -24.97536 18.70945 -0.027
Br -16.59711 -22.19998 19.96362 -0.089
Br -22.22306 -28.26744 18.08765 -0.178
Br -17.32204 -17.14800 22.75936 -0.179
Br -16.30163 -21.69714 25.43490 -0.142
Br -18.52306 -26.88667 26.63106 -0.151
C -19.26583 -19.27966 20.41469 -0.043
C -19.42839 -26.64176 23.91793 -0.537
C -19.48575 -25.93494 25.23242 -0.286
C -18.06781 -23.47936 19.98015 0.007
C -16.92935 -22.62924 23.81918 0.835
C -23.41667 -25.89882 17.19501 -0.421
C -17.69323 -25.62512 14.17524 -0.304
C -17.33701 -26.46191 15.35742 -0.562
C -20.92862 -20.83123 24.59953 -0.608
C -23.82747 -27.24142 17.73454 -0.455
C -15.88122 -19.44173 21.99016 0.286
C -21.12634 -20.44960 23.16089 -0.553
C -18.68290 -23.52574 18.66063 0.107
C -15.98701 -18.50770 23.14518 -0.479
C -20.63604 -21.68378 14.11116 -0.627
C -16.04928 -23.77874 23.47168 -0.154
C -20.35491 -19.93549 19.58883 -0.207
C -21.78277 -20.81730 14.60309 -0.610
H -18.98883 -24.97176 25.18388 -0.116
H -15.76713 -18.80558 21.11638 0.488
H -24.46429 -27.82526 17.08342 0.392
H -16.98233 -25.91213 16.21497 0.301
H -18.69704 -23.23199 20.83074 -0.886
H -18.70290 -20.03580 20.96517 -0.305
H -16.88148 -25.09281 13.69156 0.394
H -17.02213 -21.85566 23.07227 -0.692
H -22.44457 -20.45668 13.82452 0.374
H -22.19064 -20.45598 22.93785 0.445
H -19.87934 -20.99625 24.82297 0.234
H -15.03300 -23.46345 23.24412 0.398
H -17.66727 -24.45258 20.25614 0.647
H -22.83225 -26.00441 16.27460 0.346
H -15.06688 -17.93981 23.19965 0.428
H -21.35608 -20.07637 25.24915 0.442
H -19.65208 -18.60142 21.16874 0.513
H -19.85634 -21.12118 13.62868 0.410
H -22.35798 -21.26270 15.40484 0.345
H -20.28776 -27.30010 23.81848 0.402
H -24.37567 -27.11460 18.66792 0.347
H -16.40400 -24.27595 22.57118 0.029
H -19.09244 -22.58765 18.30771 -0.453
H -18.50212 -24.92972 14.35544 -0.006
H -21.03827 -22.43178 13.42360 0.334
H -16.71764 -27.28539 15.03323 0.384
H -17.90652 -22.98474 24.12706 -0.078
H -16.16101 -18.99687 24.09490 0.250
H -17.92681 -23.79548 17.92689 0.480
H -22.73297 -25.31092 17.80064 0.086
H -20.96566 -20.54497 20.25454 0.336
H -19.92994 -20.54135 18.79831 0.007
H -20.76074 -19.44561 22.96774 0.312
H -16.72599 -20.09131 21.83399 -0.850
H -20.48139 -25.73418 25.60500 0.400
H -18.55033 -27.24376 23.73624 0.395
```